90
Properties=species:S:1:pos:R:3:forces:R:3 method="wB97M-V/def2-TZVPD" multiplicity=1 de_lowest_kcal_mol=0.7 homo_lumo_gap_ev=7.3 total_energy_ev=-184236.11370 fmax_ev_per_a=1.75
La -0.15153 0.22142 0.56820 -0.8379 -0.4255 -1.2374
Br -4.49816 4.36369 5.02393 0.0025 0.0089 -0.0037
Cl 0.04722 1.57956 3.71546 -0.0338 0.0885 0.0501
S 0.71183 -5.36183 -0.09824 0.0379 -0.0034 0.0880
S 2.56391 0.99020 -1.04165 0.0505 0.1192 -0.0714
S 1.12905 -2.64624 -1.45789 0.2358 -0.0984 0.2870
P 1.72949 -1.84330 2.73927 -0.3600 0.1831 0.3294
O -2.37801 0.56627 1.59808 -0.2951 -0.0929 0.5747
O -1.93772 -1.13732 2.95969 -0.6528 -0.0319 -0.6706
O 2.48084 -0.02327 0.02242 0.0885 -0.0043 0.0473
O 0.64610 -1.66420 1.70195 0.8094 -0.5215 0.5604
O 3.48882 2.06701 -0.81865 0.0439 -0.0339 0.0306
O 2.45416 -0.68441 3.31082 0.2071 -0.0890 -0.1783
N -2.49369 0.10902 -1.41149 -0.0080 0.0523 0.0802
N 3.51627 -2.50203 0.86630 -0.7942 0.3605 -1.5218
N -1.04700 -3.51494 -0.08514 -0.1169 0.2209 0.1043
N -1.09437 2.72280 -0.27607 0.2184 -0.0213 -0.0274
N 1.06097 1.41178 -1.27926 0.3629 0.5505 -0.2383
N -0.10843 -1.55692 4.55375 1.0044 -0.3467 0.5003
N -4.64559 0.32667 5.75030 0.0380 0.0043 -0.0505
N -1.47638 -2.21242 -0.31653 -0.1293 -0.2049 0.0887
C 4.47569 -0.25652 -2.51737 -0.0476 0.0416 -0.0346
C -3.47261 1.98520 3.83608 0.0148 0.0043 -0.0314
C -0.67997 4.66951 -1.65986 -0.0190 0.0868 -0.0411
C -1.80455 5.29421 -1.07204 0.0269 0.0028 -0.0194
C 0.84960 -2.63062 4.14141 -0.1116 -0.0223 0.1219
C 4.57228 -2.16532 -5.80165 0.0118 -0.0167 -0.0107
C 3.13771 0.11522 -2.46594 0.0075 -0.0767 -0.0536
C 2.92373 -3.06394 2.10357 -0.1345 -0.2582 0.0300
C -4.69797 -0.79868 -1.16901 -0.0497 0.0514 -0.0346
C 2.74447 -0.96577 -4.56337 -0.0224 0.0152 0.0105
C -2.12840 3.33339 0.24230 -0.0496 0.0307 -0.0059
C -2.71213 -2.14784 -0.59548 -0.0345 0.1599 -0.0451
C -2.47781 -0.03613 2.70456 -0.2524 0.3942 -0.2153
C 4.93358 -0.99296 -3.59672 0.0322 -0.0104 -0.0178
C 4.07610 -1.36009 -4.63243 0.0082 0.0116 0.0182
C -4.23016 2.50014 4.86663 -0.0035 -0.0030 0.0012
C 1.52604 3.34864 -2.72848 -0.0001 0.0359 -0.1252
C 0.11413 5.30580 -2.64315 -0.0114 -0.0114 0.0179
C -3.31774 -0.88155 -1.04416 0.0504 -0.1524 0.0222
C -4.79968 1.64467 5.80053 -0.0074 -0.0082 0.0127
C 0.78449 2.69805 -1.77371 -0.0018 -0.1529 0.0852
C -3.30349 0.60986 3.78236 -0.0463 -0.1011 -0.0386
C -2.52635 4.63627 -0.12236 -0.0044 -0.0565 0.0245
C -0.35132 3.36966 -1.22183 -0.0569 -0.0474 0.0512
C 0.89182 1.96701 2.08632 0.3627 0.3743 0.3893
C 1.19156 4.64892 -3.15891 0.0047 -0.0468 0.0101
C -3.90618 -0.16995 4.75941 -0.0145 0.0139 0.0584
C -4.40807 1.35029 -2.14601 0.0389 0.0194 -0.0219
C 2.26845 -0.23416 -3.48605 -0.0045 -0.0342 0.0036
C -3.04105 1.18316 -1.96994 -0.0041 0.0000 -0.0112
C 1.80811 -5.78999 -1.46298 0.0436 -0.0025 0.0229
C 0.13330 -3.73239 -0.54502 0.3959 0.1346 -0.1650
C -5.25483 0.34655 -1.71301 -0.0138 -0.0342 0.0132
H 2.06257 -1.24673 -5.35743 -0.0008 -0.0019 0.0083
H -5.39537 2.04309 6.61339 0.0004 -0.0048 -0.0003
H 4.37695 -2.97560 0.60937 0.0000 -0.0189 -0.0748
H -5.31616 -1.62654 -0.84793 0.0051 -0.0038 0.0000
H 4.45506 -1.61479 -6.73647 -0.0079 0.0110 0.0069
H 2.39420 2.86419 -3.15461 0.0004 -0.0071 0.0106
H -2.99694 2.62432 3.10639 -0.0003 -0.0027 0.0057
H 1.81032 5.12452 -3.90886 -0.0002 0.0004 -0.0013
H 3.70604 -3.21555 2.84672 0.0260 0.0135 -0.0555
H -2.07310 6.29580 -1.38714 -0.0011 -0.0012 -0.0010
H -6.32796 0.44263 -1.81520 -0.0008 -0.0004 0.0007
H -4.78519 2.25052 -2.61115 -0.0024 -0.0013 -0.0001
H 0.74032 3.04437 1.99182 -0.0165 -0.0017 0.0283
H 1.22596 0.04818 -3.41986 0.0016 -0.0031 -0.0018
H 0.36621 -0.63840 4.54256 -0.0303 -0.0026 0.0664
H 4.00909 -3.09485 -5.89859 -0.0012 0.0013 0.0037
H 1.24568 -5.91676 -2.38530 -0.0083 0.0195 -0.0001
H -2.35390 1.95143 -2.30058 -0.0076 0.0094 0.0007
H -3.79006 -1.24685 4.72689 -0.0121 -0.0103 0.0067
H -0.50582 -1.71671 5.47481 0.0241 -0.0027 -0.0012
H 5.15156 0.04993 -1.72833 -0.0009 0.0085 0.0018
H 2.43953 -4.00971 1.85863 0.0080 -0.0034 -0.0772
H 2.81250 -2.53894 -0.01478 0.4131 -0.2396 1.0903
H 0.27541 -3.50799 3.84904 0.0206 -0.0333 0.0046
H 3.69712 -1.49231 0.94747 -0.0097 0.0224 0.0818
H 5.97745 -1.28087 -3.64378 -0.0018 -0.0021 0.0010
H -2.69595 2.76072 0.96658 0.0031 0.0141 -0.0016
H 1.52585 -2.85808 4.96353 -0.0134 -0.0276 0.0061
H -0.14381 6.30643 -2.96631 -0.0022 -0.0004 0.0002
H 2.57496 -5.03380 -1.60987 -0.0181 0.0080 0.0031
H -3.38893 5.08528 0.35062 -0.0009 -0.0024 -0.0002
H 2.26750 -6.73915 -1.18830 -0.0073 -0.0119 -0.0009
H 5.62612 -2.41763 -5.69071 -0.0009 0.0007 0.0042
H -0.90077 -1.46823 3.83949 -0.3094 0.2132 0.0496
H 1.94731 1.80087 2.31308 -0.0204 0.0068 0.0871
H -3.33031 -3.04498 -0.59411 -0.0073 -0.0023 -0.0153

***

87
Properties=species:S:1:pos:R:3:forces:R:3 method="wB97M-V/def2-TZVPD" multiplicity=4 s_squared=3.753 total_charge=-2 de_lowest_kcal_mol=31.2 homo_lumo_gap_ev="5.9 / 8.3" total_energy_ev=-116872.54785 fmax_ev_per_a=2.34
V -0.53582 -0.22975 -1.23154 0.4555 -0.7323 -0.3959
P -3.80792 0.07175 -1.87822 -0.0998 0.5171 0.2015
P -2.96498 0.65829 1.00153 -0.2457 0.2204 -0.2956
F 1.62074 -2.43561 -4.02242 -0.0087 0.0216 0.0525
F -0.53554 -2.54623 -4.80095 0.0088 0.0096 0.0089
F 0.05143 -0.90251 -3.30536 0.1847 0.0408 0.2707
F 0.84316 -0.83407 -5.47761 -0.0318 0.0048 0.0386
O -4.70636 -1.05607 -1.58475 -0.0176 -0.0829 -0.0341
O -2.36106 -0.04639 -2.24794 -0.0668 -0.4702 -0.1225
O -3.82888 -0.27306 1.75020 0.0350 -0.0512 0.0608
O -1.08948 -2.40799 -1.01130 -0.0181 0.3515 0.0211
O 5.32056 -1.88482 0.77877 0.0054 0.0021 0.0027
O 0.72456 3.37808 -3.15861 0.0766 0.0284 0.3697
O -4.42779 1.07094 -3.04440 -0.0663 -0.2482 -0.0235
O -0.19429 1.70189 -2.00044 -0.4023 0.3413 0.6161
O 0.64952 -2.17680 1.17236 -0.0516 -0.0328 -0.0280
O 2.64452 0.98536 -1.38383 0.0072 -0.0454 -0.0039
O -2.89551 2.09064 1.82788 0.1800 -0.0574 0.1471
O -1.56472 0.33751 0.57198 0.2713 -0.0637 0.0100
N -2.81996 2.37567 -1.04673 -1.7705 -1.5189 0.0774
N -1.21257 4.00383 -0.47452 1.5906 1.5984 0.6073
N -1.19830 1.91333 5.45377 0.0267 -0.0029 -0.0097
N 1.30806 2.12502 1.40997 0.0600 0.0596 -0.2193
N 1.50566 -0.68238 -0.30215 -0.1126 -0.1223 0.0244
N 3.89730 -0.52058 -0.31094 0.0110 0.0131 0.0363
C 3.06963 -2.69672 2.39461 -0.0066 -0.0034 0.0509
C 2.97118 -2.39318 0.89539 -0.0131 -0.0033 -0.0546
C 2.03832 1.73656 4.06652 0.0079 0.0507 0.0138
C -2.09660 -2.87283 -0.10399 -0.0538 0.0094 0.0216
C 4.17427 -1.58993 0.46712 0.0218 -0.0306 0.0283
C 0.38713 2.07787 2.35440 -0.0975 -0.0072 0.0912
C -1.87625 -4.29946 -2.04806 0.0060 -0.0217 -0.0062
C 0.70507 1.88630 3.70102 -0.0468 0.0187 -0.0158
C 0.87262 5.65199 0.33232 -0.0458 0.0214 0.0184
C 2.57986 1.96925 1.75751 0.0535 0.1092 0.0653
C 2.99573 1.77998 3.07065 -0.0395 0.0852 -0.0005
C 3.00698 -3.73387 0.12486 0.0010 -0.0064 0.0006
C 0.22336 2.88630 -2.14513 -0.0887 -0.1104 -0.9462
C 1.05649 4.72331 -0.66517 -0.0259 -0.0590 0.0518
C 3.13310 -3.60138 -1.38583 0.0072 -0.0058 -0.0325
C 2.61839 -0.03287 -0.71889 -0.0044 0.0751 -0.0314
C 2.97720 -1.45714 3.27198 0.0349 -0.0727 -0.0585
C -0.38566 5.76534 0.92345 -0.0188 -0.0191 -0.0267
C -0.60203 -3.55448 -1.69674 0.0626 0.0021 0.0281
C -5.14110 1.92529 -0.22634 0.0198 0.0033 -0.0430
C -1.38776 4.93245 0.47007 0.1808 0.2275 0.1923
C -3.77503 1.32866 -0.51981 0.0718 -0.1127 -0.2508
C -2.72012 -4.10996 -0.77637 0.0144 -0.0046 0.0028
C 1.61714 -1.71339 0.58722 0.0247 0.1244 0.0461
C -0.35016 1.88199 4.67689 0.0366 0.0117 0.0099
C -0.00702 3.88871 -1.02500 0.3624 0.1071 0.0999
B 0.50460 -1.67587 -4.42551 -0.0084 -0.0585 -0.1794
H -5.58473 2.35562 -1.12722 0.0083 0.0059 0.0012
H -5.07984 2.68544 0.55530 -0.0019 0.0213 -0.0033
H 3.00416 -4.57182 -1.86836 0.0183 -0.0055 0.0017
H -2.81629 -2.07680 0.04929 -0.0201 0.0564 -0.0025
H -0.58223 6.48072 1.71155 0.0003 -0.0099 -0.0091
H -3.99161 0.82309 -3.87077 0.0437 0.1324 0.0111
H -0.64241 2.19341 2.04207 -0.0041 -0.0148 -0.0146
H 0.02375 -4.13964 -1.00568 0.0080 -0.0060 -0.0017
H -2.33728 -3.80485 -2.90291 0.0035 -0.0092 -0.0056
H -0.01034 -3.23718 -2.54677 -0.0167 0.0016 0.0044
H 3.84775 -4.30990 0.52286 -0.0058 -0.0069 -0.0058
H 3.05411 -1.71895 4.33007 -0.0109 0.0053 0.0135
H -5.78688 1.12165 0.12380 -0.0211 0.0044 0.0151
H -2.63695 -4.97927 -0.11973 -0.0254 -0.0047 -0.0086
H 3.78792 -0.76099 3.04276 -0.0276 -0.0508 0.0124
H 2.25981 -3.38474 2.63902 0.0034 0.0007 -0.0070
H -2.38434 4.99617 0.89942 -0.0243 -0.0174 0.0117
H 2.30839 1.58167 5.10316 -0.0047 -0.0068 -0.0014
H -1.87346 1.97236 -1.22802 -0.1650 0.0097 -0.0930
H 1.99803 4.59725 -1.17999 0.0037 -0.0117 0.0054
H 2.08704 -4.26059 0.38921 -0.0082 -0.0011 0.0083
H -3.15757 2.72267 -1.94644 0.0056 0.0544 0.0625
H -1.69881 -5.34665 -2.29978 -0.0005 0.0026 0.0101
H 4.67494 0.01481 -0.66732 -0.0154 0.0049 -0.0229
H -2.65258 3.14664 -0.39622 -0.0848 -0.3023 -0.3978
H 2.38696 -2.93484 -1.81543 -0.0305 0.0190 -0.0111
H 4.04438 1.65123 3.30149 -0.0010 0.0105 -0.0154
H 2.02565 -0.94613 3.11743 0.0156 -0.0210 0.0011
H -3.01084 1.89386 2.76689 -0.1281 0.0474 -0.0292
H 1.68878 6.28882 0.65443 -0.0031 -0.0147 -0.0100
H 4.02230 -3.20318 2.56366 -0.0036 -0.0140 -0.0074
H 4.11766 -3.22076 -1.66714 -0.0092 0.0076 -0.0070
H -3.77251 -3.94354 -1.00145 0.0038 0.0113 -0.0090
H 3.29304 2.00234 0.93983 0.0036 -0.0045 0.0224
H -1.61774 -3.10690 0.84906 0.0170 -0.0052 -0.0062

***

87
Properties=species:S:1:pos:R:3:forces:R:3 method="wB97M-V/def2-TZVPD" multiplicity=1 total_charge=+1 de_lowest_kcal_mol=116.6 homo_lumo_gap_ev=5.9 total_energy_ev=-154344.43390 fmax_ev_per_a=7.12
Br -5.05521 -0.50316 1.69103 1.5908 0.2165 0.9336
S -1.84950 -1.71262 3.91805 1.2837 0.0882 -1.2479
P -3.21451 0.89107 1.60395 -0.2621 1.7883 0.0659
O -7.29621 -1.06103 -6.32927 1.8797 0.0838 0.9136
O -3.06420 1.56124 3.20751 1.6875 -1.7344 -2.0332
O -0.74112 3.73596 -0.44214 0.5442 -0.8967 1.9658
O 2.20379 -2.36882 4.95027 1.2006 1.2538 0.3283
O -5.10294 -1.10902 -6.35688 -1.5800 -0.0421 0.8788
O 4.55714 -3.00046 0.79965 0.0215 1.7825 -0.8613
O -1.71214 -2.01917 -10.94616 0.7483 1.6653 0.0448
O -0.45969 2.25058 1.14781 -0.0383 1.1330 -0.4125
O -0.38367 -0.46153 -11.73508 -1.2255 -0.6305 1.2096
O 3.56065 -0.82296 4.18693 -1.0353 -0.9965 1.1966
N -1.21948 -0.88220 -10.92135 0.4405 -0.8959 -1.0704
N -6.19043 -1.01413 -5.77002 -0.5022 -0.1738 -1.3844
N 3.10850 -1.53342 5.09624 -0.1294 0.0822 -0.5115
N -0.39488 3.40555 0.70110 -0.3953 0.3230 -1.1296
N 0.88821 -1.85461 0.26639 -3.1430 0.6658 3.7392
N 0.39659 -0.92467 -0.59009 -3.6558 1.7067 2.6421
C 2.14652 -2.63053 -0.17747 1.2109 -0.2691 -1.5316
C 0.72690 6.76213 1.96711 -0.0337 -0.4041 0.0999
C -0.77907 -0.14799 -0.14996 -0.1794 -0.6782 0.6770
C -3.01701 0.47011 -7.91004 0.2733 0.2117 -0.1706
C -1.15591 1.33814 -9.81544 -0.0444 -0.0518 0.0120
C -6.16821 -0.83924 -4.31283 0.0005 0.1038 1.0231
C -4.92588 -0.61500 -2.25300 -0.4752 -0.0212 -0.2363
C 4.81385 -1.11691 8.96910 -0.0508 -0.0051 -0.1287
C 5.25803 -0.30475 7.92425 -0.2952 -0.2534 -0.1245
C -1.65900 0.03056 -9.85919 -0.3309 0.6514 0.7436
C 0.99799 -3.20146 2.55538 -0.3347 -0.2858 -1.6584
C -1.59605 2.20936 -8.81712 -0.1194 -0.3605 -0.0167
C 0.20430 5.77490 1.12929 0.0103 -0.0030 -0.0172
C -4.94072 -0.75985 -3.64170 -0.0247 -0.0002 -0.0019
C 6.08201 -1.84420 2.51236 -0.5397 -0.7986 -0.8414
C 3.80217 -2.05400 8.75343 0.0675 0.1933 -0.3353
C 0.13259 4.45183 1.58515 0.3366 0.6143 0.5333
C 5.90466 -2.37192 0.93964 1.2779 0.7281 1.0196
C -2.52559 1.77607 -7.87036 0.0976 -0.1297 -0.1608
C 3.23143 -2.18859 7.48634 0.0154 0.0069 0.0030
C -7.34775 -0.62305 -2.21545 0.3784 -0.0248 -0.2696
C -2.58644 -0.40942 -8.90538 0.0640 0.0519 -0.0570
C 3.68671 -1.37906 6.43650 0.3716 0.0689 0.7854
C 0.24154 -2.05937 1.59290 0.4561 -0.9879 1.3994
C 1.17387 6.42866 3.24680 -0.0523 -0.0822 -0.1021
C -1.69097 -0.20336 1.20575 4.8615 -5.1091 1.0057
C 1.09419 5.11133 3.70115 -0.1479 -0.0049 -0.3571
C -7.37529 -0.76507 -3.60415 0.0683 -0.0159 -0.0226
C -6.12643 -0.55142 -1.54361 -0.1244 -0.0089 -0.1760
C -1.07070 -1.35857 2.25212 1.9319 1.8068 -4.8579
C 4.69685 -0.43216 6.65204 0.0261 0.0030 -0.0005
C 0.57092 4.11604 2.87351 -0.0047 0.0718 -0.0112
C 3.53668 -1.99853 0.45442 0.5650 1.5464 0.1305
H -1.13826 0.68209 -0.93309 1.1384 -2.2012 1.8367
H -6.11001 -0.44636 -0.46014 -0.1145 0.0011 -0.6462
H -3.99647 -0.81109 -4.17976 -0.3558 -0.0255 -0.0656
H 0.78959 7.79157 1.62133 -0.0454 -0.2573 0.0261
H 2.07009 -2.84070 2.89020 -2.4361 -0.7693 -0.9174
H 6.77773 -3.14498 0.68600 -2.3900 1.3943 0.5102
H -0.89553 -2.30079 4.80791 -0.5830 0.7802 -1.7464
H 3.33596 -1.29905 1.39736 0.0284 -1.5709 -1.8577
H -2.08390 1.72296 3.35081 -1.4423 -0.1892 -0.0661
H 6.23652 -2.84474 3.14489 -0.3640 2.4942 -1.0972
H 5.25974 -1.01953 9.95748 -0.1045 -0.0184 -0.2192
H -2.87004 2.46075 -7.09721 0.0640 -0.1295 -0.1545
H 1.58785 7.20025 3.89371 -0.1023 -0.1714 -0.1410
H 6.98339 -1.09237 2.64132 -1.8292 -1.7007 -0.3233
H 3.98217 -1.26737 -0.37350 -0.9761 -1.5772 1.6376
H -2.98134 -1.42304 -8.92460 0.1902 0.2314 -0.1713
H -0.13685 6.05035 0.13355 0.0450 -0.2618 0.2239
H 2.44399 -2.92359 7.33452 0.2148 0.2237 -0.1402
H 6.04484 0.42528 8.10095 -0.1832 -0.1516 -0.0995
H -8.33525 -0.81947 -4.11294 0.3566 -0.0178 -0.0713
H -3.97810 -0.55550 -1.72253 -0.1314 -0.0257 -0.1273
H 3.46031 -2.68232 9.57313 0.0402 0.1219 -0.2285
H -1.21655 3.22821 -8.77873 -0.0449 -0.2298 -0.0675
H 5.05624 0.20600 5.84746 -0.2036 -0.2608 0.0837
H 6.07024 -1.45595 0.22950 -0.7000 -1.7340 1.0741
H 1.07218 -4.18068 1.87635 -0.0176 2.1182 1.5221
H 0.51566 3.09415 3.24236 -0.0031 0.2000 -0.2580
H -0.43123 1.69108 -10.54593 -0.2058 -0.2926 0.0789
H 1.44320 4.85952 4.70031 -0.1014 0.0090 -0.2342
H -8.27921 -0.57127 -1.65576 0.1784 -0.0093 -0.1782
H 2.22798 -2.45602 -1.35565 -0.5623 -0.2842 2.7261
H 5.06462 -1.30770 2.78934 2.4152 -1.1991 -0.3859
H -3.73902 0.13899 -7.16687 0.2957 0.0986 -0.3570
H 0.36299 -3.50921 3.48712 1.1944 0.9521 -1.9557
H 2.03942 -3.79074 -0.03833 0.0495 2.4695 0.1670